No. 1
Entry from the Open Molecules 2025 dataset: a structure of composition C34H55InN4P2S4 in a non-equilibrium geometry (ωB97M-V with the def2-TZVPD basis set).

The geometry in XYZ format:
```
100
Properties=species:S:1:pos:R:3:lowdin_charge:R:1
In -0.394 0.371 0.349 0.659
C -1.985 2.209 3.009 -0.099
C -1.065 1.221 3.729 -0.527
C -1.845 0.020 4.268 -0.094
P 0.427 0.701 2.712 1.031
C 1.305 -0.576 3.718 -0.506
C 1.798 -0.191 5.109 -0.097
C 2.436 -1.327 2.891 -0.094
C 1.374 2.149 2.354 -0.331
C 2.118 2.782 3.374 -0.054
C 3.017 3.787 3.052 -0.097
C 3.164 4.175 1.786 -0.072
C 2.284 3.705 0.795 -0.018
C 1.306 2.734 1.074 -0.284
N 0.305 2.353 0.088 -0.079
C 0.275 2.937 -1.163 -0.383
C 0.172 4.292 -1.380 -0.022
C 0.121 4.851 -2.680 -0.045
C 0.141 4.051 -3.756 -0.074
C 0.183 2.679 -3.567 -0.059
C 0.293 2.145 -2.270 -0.284
P 0.360 0.341 -2.070 1.062
C 2.100 -0.231 -2.090 -0.503
C 2.741 0.174 -0.722 -0.101
C 2.917 0.404 -3.194 -0.091
C -0.618 -0.513 -3.400 -0.502
C -2.023 0.114 -3.797 -0.041
C 0.220 -0.838 -4.630 -0.113
H -2.603 2.762 3.724 0.100
H -2.635 1.711 2.223 0.078
H -1.427 2.944 2.447 0.064
H -0.596 1.745 4.553 0.109
H -2.125 -0.598 3.345 0.094
H -2.781 0.521 4.636 0.103
H -1.399 -0.484 5.112 0.074
H 0.495 -1.349 3.823 0.108
H 2.746 0.391 4.992 0.095
H 1.942 -1.135 5.660 0.102
H 1.146 0.389 5.738 0.069
H 3.279 -0.637 2.690 0.090
H 2.027 -1.676 1.891 0.049
H 2.856 -2.227 3.356 0.087
H 2.068 2.331 4.349 0.090
H 3.717 4.065 3.889 0.140
H 4.075 4.712 1.401 0.144
H 2.371 4.140 -0.237 0.131
H 0.022 4.953 -0.567 0.119
H -0.076 5.906 -2.822 0.123
H -0.095 4.445 -4.762 0.133
H 0.000 2.044 -4.380 0.071
H 1.977 -1.327 -2.143 0.095
H 2.794 1.233 -0.415 0.082
H 3.722 -0.303 -0.638 0.097
H 2.147 -0.418 0.057 0.032
H 3.044 1.458 -2.982 0.087
H 2.579 0.238 -4.202 0.066
H 3.949 0.094 -3.070 0.092
H -0.791 -1.492 -2.915 0.073
H -1.819 1.111 -4.170 0.059
H -2.657 0.218 -2.879 0.065
H -2.330 -0.547 -4.591 0.081
H 0.465 0.134 -5.131 0.089
H -0.336 -1.511 -5.341 0.112
H 1.133 -1.376 -4.411 0.056
C 0.617 -4.937 1.922 -0.559
C -0.835 -4.524 1.577 -0.443
S -0.771 -3.223 0.267 0.791
C -1.582 -4.068 -1.111 -0.523
C -0.639 -5.040 -1.841 -0.483
S 0.917 -4.249 -2.513 0.834
C 2.276 -5.109 -1.568 -0.509
C 2.462 -4.862 -0.061 -0.571
S 1.567 -6.050 0.863 0.923
H 0.573 -5.465 2.869 0.070
H 1.201 -4.079 2.194 0.039
H -1.406 -4.223 2.467 0.081
H -1.322 -5.450 1.155 0.101
H -1.982 -3.269 -1.785 0.080
H -2.404 -4.585 -0.680 0.064
H -1.232 -5.398 -2.652 0.065
H -0.371 -5.851 -1.162 0.052
H 3.198 -4.815 -2.046 0.066
H 2.195 -6.161 -1.699 0.053
H 2.139 -3.901 0.350 0.037
H 3.562 -4.906 0.208 0.102
C -3.509 4.138 -0.821 -0.077
C -4.339 3.027 -1.504 -0.172
C -3.936 1.650 -0.877 -0.597
N -2.713 1.458 -0.567 0.008
N -2.568 0.209 0.017 -0.122
C -3.645 -0.554 0.016 -0.651
N -3.734 -1.780 0.548 0.137
S -5.019 0.366 -0.500 1.189
H -3.760 5.101 -1.272 0.086
H -2.484 4.024 -1.061 0.023
H -3.591 4.158 0.316 0.110
H -4.092 2.906 -2.608 0.138
H -5.395 3.147 -1.429 0.090
H -2.890 -2.296 0.792 0.025
H -4.499 -2.368 0.374 0.101
```

Summary:
- E: -4012.64227 hartree
- Energy relative to the best compared isomer or geometry (same formula, charge and spin): 159.50 kJ/mol
- HOMO level: -12.503 eV
- LUMO energy: -5.3 eV
- Gap between HOMO and LUMO: 7.25 eV
- Charge: +2

***

No. 2
Entry from the Open Molecules 2025 dataset: a cluster of 4 separate species, C34H56BF12IO18S2 in total (ωB97M-V with the def2-TZVPD basis set).

The geometry in XYZ format:
```
124
Properties=species:S:1:pos:R:3:lowdin_charge:R:1
C 4.636 -0.002 -0.899 -0.095
C 3.509 -1.042 -0.711 -0.247
C 2.786 -1.362 -2.020 -0.173
C 1.698 -0.336 -2.322 -0.185
O 0.501 -0.724 -1.652 -0.095
C -0.694 -0.148 -2.120 -0.259
C -1.502 -1.246 -2.906 -0.229
S -1.574 -0.673 -4.621 0.791
O -2.572 0.348 -4.764 -0.228
O -0.220 -0.378 -5.001 -0.246
C -2.091 -2.069 -5.776 -0.481
F -3.400 -2.207 -5.759 0.163
F -1.717 -1.590 -6.967 0.141
C -1.379 -3.426 -5.580 -0.347
F -0.061 -3.207 -5.755 0.159
F -1.551 -3.860 -4.318 0.137
C -1.850 -4.546 -6.584 -0.330
F -2.645 -4.033 -7.536 0.169
F -0.760 -5.069 -7.173 0.168
C -2.609 -5.717 -5.902 -0.588
F -1.794 -6.431 -5.149 0.203
F -3.609 -5.262 -5.171 0.204
F -3.102 -6.497 -6.849 0.199
S -3.122 -1.823 -2.287 0.650
O -4.142 -1.342 -3.175 -0.236
O -2.976 -3.230 -2.085 -0.235
O -3.367 -1.111 -0.921 -0.167
C -2.288 -0.493 -0.131 -0.307
C -1.384 -1.628 0.367 -0.058
C -2.167 -2.802 0.989 -0.040
C -1.366 -3.516 2.044 -0.621
F -0.372 -4.234 1.491 0.145
F -0.790 -2.708 2.949 0.140
F -2.127 -4.383 2.731 0.128
C -3.041 0.229 1.018 -0.184
C -2.567 0.052 2.465 -0.721
C -1.263 0.718 2.872 -0.173
I -4.123 0.969 3.683 0.845
C -1.548 0.523 -1.034 -0.212
O -0.782 1.265 -0.090 -0.057
C 0.246 2.158 -0.525 -0.124
C 0.277 3.375 0.407 -0.303
C 1.713 3.819 0.709 -0.043
C -0.563 4.582 -0.061 -0.348
C -2.073 4.399 0.239 -0.022
C -0.286 5.016 -1.516 -0.048
B -2.571 1.550 -1.792 -0.606
O -3.926 1.597 -1.525 0.186
O -1.977 2.420 -2.639 0.033
C -2.763 3.259 -3.483 -0.040
H 4.688 0.663 -0.038 0.061
H 5.591 -0.509 -1.037 0.070
H 4.440 0.584 -1.801 0.067
H 3.959 -1.967 -0.342 0.103
H 2.792 -0.690 0.033 0.103
H 2.290 -2.334 -1.934 0.116
H 3.473 -1.422 -2.866 0.118
H 2.033 0.640 -1.959 0.111
H 1.535 -0.247 -3.399 0.116
H -0.440 0.621 -2.854 0.132
H -0.868 -2.132 -2.886 0.126
H -0.822 -2.041 -0.471 0.121
H -0.632 -1.243 1.050 0.127
H -3.098 -2.460 1.440 0.134
H -2.401 -3.553 0.238 0.121
H -3.095 1.300 0.826 0.097
H -4.075 -0.117 0.964 0.107
H -2.596 -0.972 2.819 0.044
H -1.374 1.805 2.868 0.052
H -1.000 0.429 3.891 0.077
H -0.441 0.473 2.201 0.069
H 1.203 1.638 -0.419 0.110
H 0.145 2.431 -1.576 0.123
H -0.179 3.021 1.336 0.123
H 2.102 4.454 -0.090 0.081
H 2.381 2.963 0.820 0.075
H 1.749 4.379 1.645 0.080
H -0.235 5.422 0.561 0.119
H -2.476 5.270 0.760 0.081
H -2.248 3.508 0.842 0.067
H -2.647 4.307 -0.687 0.062
H 0.523 4.452 -1.984 0.078
H -1.177 4.938 -2.138 0.054
H 0.017 6.066 -1.552 0.077
H -4.442 0.974 -2.055 0.120
H -2.088 3.724 -4.199 0.102
H -3.512 2.684 -4.024 0.091
H -3.265 4.038 -2.905 0.092
C 6.072 -0.738 5.009 -0.037
O 6.676 0.558 4.963 0.006
C 6.179 1.360 4.023 -0.629
O 5.297 1.084 3.252 0.114
O 6.813 2.529 4.083 0.007
C 6.365 3.473 3.104 -0.033
H 6.574 -1.270 5.812 0.093
H 5.009 -0.658 5.225 0.097
H 6.218 -1.263 4.068 0.097
H 5.308 3.692 3.236 0.094
H 6.546 3.095 2.100 0.096
H 6.944 4.378 3.263 0.093
C 5.149 7.125 5.555 -0.033
O 4.726 6.736 4.244 -0.008
C 3.863 7.574 3.672 -0.626
O 3.435 8.587 4.156 0.130
O 3.551 7.088 2.470 -0.004
C 2.619 7.887 1.736 -0.037
H 5.839 6.353 5.884 0.092
H 5.656 8.087 5.525 0.098
H 4.300 7.175 6.233 0.099
H 3.025 8.880 1.554 0.098
H 1.677 7.967 2.274 0.098
H 2.465 7.371 0.793 0.086
C -3.841 -6.643 2.333 -0.048
O -4.622 -7.834 2.492 0.009
C -3.903 -8.945 2.626 -0.627
O -2.702 -9.016 2.621 0.124
O -4.743 -9.971 2.768 0.003
C -4.099 -11.238 2.922 -0.041
H -4.551 -5.828 2.238 0.095
H -3.209 -6.486 3.201 0.087
H -3.229 -6.710 1.435 0.099
H -3.474 -11.245 3.813 0.097
H -3.495 -11.471 2.048 0.097
H -4.898 -11.966 3.025 0.092
```

Summary:
- E: -5000.83844 hartree
- HOMO level: -9.493 eV
- LUMO energy: 0.4 eV
- Gap between HOMO and LUMO: 9.90 eV
- SMILES: CCCCO[C@H]1[C@H](S(=O)(=O)C(F)(F)C(F)(F)C(F)(F)C(F)(F)F)S(=O)(=O)O[C@](CCC(F)(F)F)(C[C@@H](C)I)[C@]1(OC[C@@H](C)C(C)C)B(O)OC.COC(=O)OC.COC(=O)OC.COC(=O)OC